1.
A structure of composition C10H24F3KO10P2. Source: the Open Molecules 2025 dataset; level of theory: ωB97M-V/def2-TZVPD.

Last column: natural (NBO) charge in e.
Cartesian coordinates (Å):
K -3.030 -21.628 31.982  0.964
C -3.869 -25.183 31.147  0.294
O -4.879 -24.396 31.789  -0.595
O -2.701 -24.370 30.990  -0.958
C -3.851 -26.684 31.663  0.932
F -3.947 -27.639 30.756  -0.326
F -2.728 -27.010 32.418  -0.345
F -4.963 -26.968 32.392  -0.345
C -5.881 -23.631 31.101  -0.064
C -6.596 -22.752 32.068  -0.617
H -7.207 -23.333 32.760  0.218
H -5.904 -22.223 32.724  0.198
H -7.169 -21.979 31.556  0.194
H -6.557 -24.308 30.577  0.171
H -5.362 -23.020 30.363  0.159
H -4.310 -25.212 30.151  0.110
C -2.932 -17.190 32.445  -0.256
O -4.306 -16.910 32.665  -0.799
P -5.327 -18.141 32.995  2.562
O -4.819 -19.472 32.533  -1.135
O -5.614 -17.939 34.570  -0.797
C -4.719 -18.516 35.506  -0.264
O -6.718 -17.656 32.332  -0.796
C -7.937 -18.342 32.611  -0.260
H -2.573 -16.792 31.496  0.196
H -2.697 -18.252 32.373  0.192
H -2.363 -16.721 33.249  0.191
H -3.919 -19.134 35.100  0.189
H -5.254 -19.163 36.202  0.198
H -4.283 -17.763 36.162  0.195
H -7.929 -18.889 33.554  0.194
H -8.234 -19.164 31.960  0.192
H -8.722 -17.586 32.632  0.205
C -6.215 -21.258 28.121  -0.257
O -5.161 -20.534 27.444  -0.826
P -3.920 -19.864 28.258  2.595
O -3.527 -20.518 29.514  -1.137
O -2.746 -19.841 27.146  -0.794
C -2.959 -19.441 25.807  -0.248
O -4.368 -18.383 28.404  -0.826
C -5.409 -18.011 29.308  -0.250
H -6.339 -21.191 29.202  0.193
H -6.114 -22.293 27.796  0.205
H -7.153 -20.871 27.724  0.185
H -2.394 -18.510 25.760  0.188
H -3.995 -19.236 25.538  0.193
H -2.515 -20.225 25.194  0.199
H -6.013 -18.826 29.705  0.188
H -6.116 -17.439 28.706  0.195
H -4.982 -17.437 30.130  0.197

Values from the calculation:
Total charge: 0
Energy relative to the best compared isomer or geometry (same formula, charge and spin): 58.5 kcal/mol
Frontier orbital gap: 6.30 eV

---

2.
A structure of composition C10H24F6NNiO8S2. Source: the Open Molecules 2025 dataset; level of theory: ωB97M-V/def2-TZVPD.

Last column: Mulliken spin population.
Cartesian coordinates (Å):
Ni 0.058 0.476 0.179  1.779
C -2.111 -2.825 -1.304  -0.001
F -2.383 -3.578 -2.328  0.000
F -3.209 -2.307 -0.841  0.000
F -1.525 -3.544 -0.387  0.001
S -0.842 -1.526 -1.917  0.018
O 0.408 -1.905 -1.263  0.019
O -0.811 -1.524 -3.347  0.003
N -1.272 -0.040 -1.176  0.039
S -2.291 0.614 -2.232  0.001
O -1.623 1.500 -3.149  0.000
O -3.232 -0.327 -2.785  0.006
C -3.319 1.691 -1.105  0.000
F -4.247 2.320 -1.768  0.000
F -3.910 0.921 -0.202  0.000
F -2.539 2.576 -0.494  -0.001
C -1.406 -1.957 2.339  0.001
C -2.250 -0.695 2.327  -0.001
O -1.466 0.373 1.735  0.033
H -0.868 -2.103 1.406  0.004
H -1.975 -2.854 2.571  0.000
H -0.641 -1.873 3.116  0.000
H -2.560 -0.419 3.334  0.002
H -3.160 -0.856 1.746  0.000
H -1.882 1.195 2.031  -0.001
C 2.008 0.644 -3.461  0.000
C 1.519 1.520 -2.326  0.001
O 1.770 0.845 -1.050  0.032
H 1.340 -0.187 -3.695  0.000
H 2.987 0.171 -3.337  0.000
H 2.117 1.220 -4.384  0.000
H 0.449 1.697 -2.394  0.000
H 2.082 2.455 -2.317  0.001
H 2.720 0.736 -0.951  0.004
C 2.147 -2.876 1.361  -0.001
C 2.438 -1.426 1.062  0.006
O 1.352 -0.551 1.489  0.023
H 3.039 -3.468 1.157  0.001
H 1.333 -3.291 0.770  0.000
H 1.904 -2.932 2.424  0.000
H 2.710 -1.231 0.029  0.000
H 3.301 -1.063 1.634  0.000
H 1.365 -0.426 2.442  -0.001
C 2.321 2.730 1.794  0.000
C 0.801 2.676 1.982  -0.004
O 0.109 2.432 0.733  0.033
H 2.837 3.076 2.689  0.000
H 2.576 3.404 0.976  0.000
H 2.690 1.730 1.581  0.000
H 0.445 3.628 2.382  0.003
H 0.524 1.898 2.690  0.001
H 0.176 3.256 0.232  0.001

Values from the calculation:
Total charge: +1
Energy relative to the best compared isomer or geometry (same formula, charge and spin): 11.3 kcal/mol
Frontier orbital gap (spin up / spin down): 10.76 / 9.20 eV
Multiplicity: 3

---

3.
A structure of composition C10H24MnN5O3. Source: the Open Molecules 2025 dataset; level of theory: ωB97M-V/def2-TZVPD.

Last column: Mulliken spin population.
Cartesian coordinates (Å):
Mn 0.491 0.429 -0.562  4.688
C 0.146 1.171 2.764  0.036
C 1.425 1.596 2.058  -0.012
N 1.904 0.684 0.986  0.049
C 2.434 -0.642 1.395  -0.008
C 1.509 -1.795 1.048  0.007
N 0.925 -1.766 -0.293  0.054
C -0.241 -2.635 -0.403  0.006
C -0.927 -2.561 -1.783  0.023
C -0.920 -1.281 -2.614  -0.011
N -1.087 0.016 -1.909  0.025
C -2.376 0.202 -1.218  0.015
C -2.336 1.394 -0.212  -0.002
N -1.116 1.460 0.593  0.033
C -1.174 0.982 1.989  0.020
H -0.031 1.892 3.592  0.000
H 0.334 0.242 3.338  0.003
H 2.240 1.674 2.783  0.005
H 1.306 2.589 1.595  -0.004
H 2.619 1.177 0.458  0.004
H 2.665 -0.671 2.491  -0.002
H 3.418 -0.828 0.927  -0.007
H 0.678 -1.855 1.773  -0.008
H 2.080 -2.735 1.237  0.001
H 1.622 -2.028 -0.993  0.015
H -0.986 -2.359 0.369  -0.006
H 0.020 -3.685 -0.213  0.001
H -2.018 -2.859 -1.657  0.001
H -0.522 -3.370 -2.438  0.001
H -1.717 -1.340 -3.361  0.004
H 0.057 -1.206 -3.172  -0.002
H -0.983 0.738 -2.618  0.011
H -2.649 -0.728 -0.712  -0.010
H -3.179 0.360 -1.965  0.002
H -3.238 1.251 0.445  0.002
H -2.494 2.375 -0.731  -0.003
H -0.772 2.424 0.633  0.007
H -1.489 -0.072 1.950  -0.018
H -1.996 1.513 2.526  0.003
O 2.411 3.343 -2.626  0.009
N 1.591 2.649 -2.052  -0.005
O 1.957 1.292 -1.792  0.052
O 0.416 2.963 -1.625  0.020

Values from the calculation:
Total charge: +1
Frontier orbital gap (spin up / spin down): 8.93 / 10.69 eV
Multiplicity: 6

---

4.
The molecule C10H24NO2P. Source: the Open Molecules 2025 dataset; level of theory: ωB97M-V/def2-TZVPD.

Last column: natural (NBO) charge in e.
Cartesian coordinates (Å):
C -3.334 1.131 -1.351  -0.628
C -1.635 -0.735 -2.026  -0.619
C -3.927 -1.254 -1.116  -0.621
C 2.820 -0.738 -1.026  -0.622
C 3.054 1.332 0.378  -0.626
C 4.111 -0.854 1.251  -0.613
C 1.657 0.415 3.917  -0.258
C -1.157 0.421 0.728  0.092
C -2.759 -0.285 -0.992  0.140
C 2.868 -0.204 0.419  -0.325
N -2.278 -0.270 0.413  -0.634
O 1.304 0.911 2.632  -0.816
O 0.115 0.060 0.358  -0.835
P 1.260 -0.437 1.452  1.315
H -3.593 1.261 -2.412  0.217
H -4.335 1.286 -0.880  0.206
H -2.801 1.905 -0.878  0.213
H -1.923 -0.351 -2.969  0.203
H -1.633 -1.773 -2.020  0.198
H -0.778 -0.342 -1.712  0.216
H -4.836 -0.662 -0.879  0.219
H -3.871 -1.700 -2.095  0.214
H -3.857 -2.212 -0.520  0.209
H 3.491 -0.077 -1.668  0.210
H 3.224 -1.742 -0.988  0.211
H 1.844 -0.586 -1.475  0.227
H 3.815 1.633 -0.341  0.202
H 3.351 1.726 1.314  0.215
H 2.137 1.848 0.245  0.217
H 4.328 -1.823 0.855  0.208
H 4.956 -0.132 1.192  0.223
H 3.605 -1.024 2.236  0.207
H 2.746 0.169 3.932  0.167
H 1.053 -0.433 4.125  0.183
H 1.479 1.275 4.629  0.194
H -2.147 -1.277 0.703  0.356
H -1.348 1.413 0.155  0.158
H -1.136 0.704 1.777  0.180

Values from the calculation:
Total charge: 0
Energy relative to the best compared isomer or geometry (same formula, charge and spin): 0.0 kcal/mol
SMILES: COP(OCNC(C)(C)C)C(C)(C)C
Frontier orbital gap: 9.27 eV

---

5.
A structure of composition C10H24O14S3V2. Source: the Open Molecules 2025 dataset; level of theory: ωB97M-V/def2-TZVPD.

Last column: Mulliken spin population.
Cartesian coordinates (Å):
O 4.632 0.746 -0.725  -0.347
V 3.265 1.427 -1.130  1.583
O -0.933 3.167 -0.405  -0.303
V 0.493 2.762 0.279  2.246
C 1.404 0.201 0.368  -0.032
O 1.976 -0.293 -0.555  -0.062
O 0.228 0.611 0.362  -0.009
O 2.084 1.159 0.672  -0.123
O -7.269 -0.206 -0.080  0.000
S -6.801 -0.330 -1.451  0.000
O -7.519 0.424 -2.507  0.000
O -5.173 0.093 -1.517  0.000
C -4.395 -0.294 -0.425  0.000
C -3.083 0.535 -0.360  0.000
C -6.799 -2.069 -1.883  0.000
H -4.269 -1.377 -0.426  0.000
H -5.039 -0.075 0.427  0.000
H -3.340 1.550 -0.665  0.001
H -2.324 0.204 -1.068  -0.001
H -2.538 0.487 0.583  0.000
H -7.859 -2.320 -1.846  0.000
H -6.198 -2.609 -1.153  0.000
H -6.237 -2.272 -2.795  0.000
O 5.524 4.701 2.028  0.003
S 4.626 3.524 1.858  0.015
O 4.158 3.039 0.492  0.016
O 5.389 2.283 2.643  0.001
C 5.690 2.303 3.994  0.000
C 5.506 0.986 4.708  0.000
C 3.242 3.595 3.026  0.011
H 5.100 3.037 4.543  0.000
H 6.701 2.684 4.138  0.000
H 6.207 0.232 4.348  0.000
H 4.591 0.452 4.451  0.000
H 5.632 1.003 5.791  0.000
H 3.587 4.157 3.894  0.000
H 2.888 2.566 3.082  0.000
H 2.531 4.297 2.591  -0.002
O 0.710 -4.288 -3.095  0.000
S -0.246 -3.372 -3.720  0.000
O -1.106 -3.629 -4.877  0.000
O -1.243 -2.662 -2.499  0.000
C -0.698 -2.354 -1.208  0.006
C -1.402 -3.223 -0.166  0.000
C 0.637 -1.828 -4.268  0.000
H -0.717 -1.283 -1.004  -0.001
H 0.339 -2.601 -1.436  0.000
H -2.480 -3.283 -0.320  0.000
H -1.180 -2.879 0.844  0.000
H -0.962 -4.196 -0.386  0.000
H 0.055 -1.069 -4.791  0.000
H 1.400 -2.128 -4.986  0.000
H 1.214 -1.586 -3.375  0.001

Values from the calculation:
Total charge: +1
Frontier orbital gap (spin up / spin down): 5.68 / 5.64 eV
Multiplicity: 4

---

6.
A structure of composition C10H25BrFNTa. Source: the Open Molecules 2025 dataset; level of theory: ωB97M-V/def2-TZVPD.

Last column: natural (NBO) charge in e.
Cartesian coordinates (Å):
C 3.856 0.555 0.506  -0.612
C 3.618 2.004 0.872  -0.385
C 2.272 2.583 0.482  -0.403
C 1.123 2.147 1.349  -0.212
N 0.854 0.710 1.250  -1.059
Ta -0.079 -0.082 -0.501  2.041
C -2.254 0.278 0.240  -0.276
F -2.174 1.396 1.146  -0.424
C -3.455 0.522 -0.656  -0.437
C -3.226 1.000 -2.077  -0.606
C 0.191 -2.159 0.504  -0.740
Br 1.796 -3.074 -0.183  -0.070
C -0.928 -3.178 0.531  -0.435
C -1.478 -3.639 -0.815  -0.616
H 3.278 -0.120 1.122  0.228
H 3.574 0.373 -0.526  0.220
H 4.907 0.306 0.619  0.183
H 4.385 2.608 0.389  0.182
H 3.750 2.146 1.944  0.178
H 2.339 3.664 0.586  0.189
H 2.060 2.379 -0.566  0.221
H 0.240 2.738 1.118  0.184
H 1.406 2.403 2.373  0.157
H 0.257 0.423 2.023  0.374
H 1.512 -0.186 -1.430  -0.378
H -0.201 1.563 -1.335  -0.431
H -0.742 -0.989 -1.966  -0.435
H -2.524 -0.555 0.890  0.155
H -4.082 1.247 -0.142  0.198
H -4.041 -0.395 -0.700  0.187
H -2.530 1.829 -2.102  0.219
H -2.838 0.206 -2.701  0.215
H -4.167 1.329 -2.509  0.182
H 0.464 -1.959 1.534  0.207
H -0.587 -4.058 1.074  0.180
H -1.725 -2.743 1.132  0.196
H -0.765 -3.440 -1.604  0.230
H -2.398 -3.128 -1.071  0.202
H -1.686 -4.703 -0.801  0.190

Values from the calculation:
Total charge: -1
Frontier orbital gap: 7.80 eV

---

7.
A structure of composition C10H25BrNO7V. Source: the Open Molecules 2025 dataset; level of theory: ωB97M-V/def2-TZVPD.

Last column: Löwdin charge in e.
Cartesian coordinates (Å):
O -0.598 -0.829 -1.889  -0.480
V 0.305 -1.680 -0.868  0.635
O -0.543 -1.740 0.502  -0.455
Br -0.616 -4.038 -2.083  -0.289
O 1.582 0.041 -0.670  -0.333
C 2.880 -0.378 -0.869  -0.406
C 3.156 -1.816 -0.492  -0.417
O 2.145 -2.699 -0.835  -0.394
H 3.661 0.238 -0.372  0.095
H 3.103 -0.331 -1.963  0.094
H 3.353 -1.848 0.594  0.078
H 4.071 -2.161 -1.016  0.091
C 1.826 -2.141 3.112  -0.112
O 1.962 -0.827 2.644  -0.188
C 1.834 0.149 3.611  -0.281
C 1.882 1.517 2.945  -0.230
N 0.977 1.701 1.831  -0.032
C -0.385 1.358 2.205  -0.231
C -1.348 1.673 1.069  -0.213
O -1.314 3.050 0.750  -0.172
C -2.530 3.696 0.980  -0.155
H 1.157 -2.203 3.979  0.082
H 2.819 -2.551 3.360  0.082
H 1.443 -2.779 2.313  0.086
H 2.626 0.091 4.380  0.116
H 0.851 0.054 4.103  0.106
H 2.898 1.754 2.616  0.110
H 1.648 2.245 3.740  0.105
H 1.253 0.978 1.132  0.089
H -0.666 1.963 3.086  0.115
H -0.518 0.309 2.504  0.107
H -2.340 1.339 1.411  0.116
H -1.122 0.990 0.240  0.114
H -2.979 3.442 1.949  0.078
H -3.252 3.436 0.189  0.083
H -2.348 4.772 0.938  0.075
C -3.791 -0.186 -5.331  -0.108
C -2.777 -1.091 -4.642  -0.317
O -1.675 -1.298 -5.542  -0.110
H -3.271 0.660 -5.770  0.066
H -4.592 0.022 -4.621  0.064
H -4.284 -0.722 -6.155  0.058
H -3.156 -2.049 -4.287  0.109
H -2.377 -0.508 -3.806  0.094
H -0.953 -1.602 -4.976  0.075

Values from the calculation:
Total charge: -2
Frontier orbital gap: 6.47 eV

---

8.
A structure of composition C10H25ClN5O5. Source: the Open Molecules 2025 dataset; level of theory: ωB97M-V/def2-TZVPD.

Last column: natural (NBO) charge in e.
Cartesian coordinates (Å):
Cl -0.957 -0.356 0.503  -0.511
O 0.019 -0.720 5.105  -0.644
C -0.125 -0.754 3.924  0.668
N -0.015 0.418 3.287  -0.836
C -0.139 -1.986 3.102  -0.740
H 0.224 1.192 3.890  0.397
H -0.112 0.525 2.287  0.402
H -0.274 -2.949 3.594  0.229
H 0.805 -2.116 2.573  0.249
H -0.923 -1.908 2.349  0.236
O -2.278 -1.850 -3.473  -0.653
C -2.217 -0.953 -2.643  0.665
N -2.586 -1.085 -1.400  -0.832
C -1.408 0.311 -2.936  -0.718
H -3.059 -1.918 -1.082  0.388
H -2.087 -0.595 -0.670  0.368
H -1.302 0.448 -4.012  0.232
H -0.398 0.330 -2.525  0.224
H -1.960 1.139 -2.491  0.203
O 3.222 -0.012 -1.231  -0.675
C 2.167 0.255 -0.620  0.677
N 1.042 0.382 -1.282  -0.877
C 2.041 0.214 0.877  -0.753
H 1.077 0.584 -2.271  0.398
H 0.216 0.560 -0.729  0.428
H 1.428 -0.639 1.170  0.233
H 1.604 1.157 1.205  0.255
H 2.968 0.230 1.450  0.233
O 1.305 -4.003 -0.830  -0.689
C 0.733 -2.935 -0.770  0.678
N 0.191 -2.600 0.347  -0.843
C 0.752 -1.944 -1.958  -0.714
H 0.052 -3.183 1.160  0.388
H -0.267 -1.700 0.346  0.331
H 0.848 -2.481 -2.902  0.233
H 1.659 -1.375 -1.755  0.252
H -0.083 -1.247 -1.882  0.201
O 1.343 2.922 0.536  -0.627
C 0.212 3.119 0.253  0.691
N -0.771 2.238 0.260  -0.848
C -0.157 4.551 -0.263  -0.743
H -1.653 2.516 -0.146  0.396
H -0.589 1.313 0.623  0.378
H -0.357 4.591 -1.334  0.222
H 0.665 5.222 -0.009  0.231
H -0.857 5.092 0.374  0.216

Values from the calculation:
Total charge: -1
Energy relative to the best compared isomer or geometry (same formula, charge and spin): 159.0 kcal/mol
Frontier orbital gap: 8.31 eV

---

- Number 8 is which compound?
  C10H25ClN5O5

---

- What is the total charge in the first record?
  0

---

- Which formula does entry 2 have?
  C10H24F6NNiO8S2

---

- Among the records above, which one has the lowest total charge?
  C10H25BrNO7V